Version i
DFT (wB97M-V/def2-TZVPD) results for 2 unconnected molecules or ions with the total composition C3H9N3O2.

Geometry as XYZ:
```
17
C3H9N3O2 wB97M-V/def2-TZVPD
C -1.150 1.367 -1.122
C -1.553 0.382 -0.073
N -2.032 -0.805 -0.566
O -1.457 0.583 1.120
H -1.961 1.628 -1.802
H -0.355 0.965 -1.755
H -0.766 2.272 -0.661
H -2.458 -1.451 0.063
H -2.235 -0.891 -1.548
N 2.080 -0.205 1.881
C 1.886 -0.123 0.510
N 1.238 -1.223 -0.038
O 2.226 0.834 -0.144
H 2.324 0.706 2.257
H 1.348 -0.643 2.415
H 1.396 -2.083 0.475
H 1.468 -1.313 -1.012
```

## Properties
orbital gap: 0.3873 Ha
HOMO level: -0.3591 Eh

Version ii
DFT (wB97M-V/def2-TZVPD) results for 2 unconnected molecules or ions with the total composition C3H9N3O2.

Geometry as XYZ:
```
17
C3H9N3O2 wB97M-V/def2-TZVPD
O -1.432 0.457 -0.239
C -1.703 1.118 -1.328
O -2.709 0.986 -1.986
C -0.632 2.103 -1.784
H -1.030 2.825 -2.487
H -0.203 2.635 -0.937
H 0.176 1.568 -2.282
N -0.372 -1.683 1.168
C 0.799 -1.074 1.134
N 1.943 -1.719 1.623
N 0.874 0.155 0.731
H -1.182 -1.204 0.725
H -0.412 -2.661 1.400
H 1.770 -2.229 2.478
H 2.404 -2.323 0.953
H -0.087 0.542 0.266
H 1.798 0.503 0.567
```

## Properties
orbital gap: 0.3119 Ha
HOMO level: -0.3094 Eh

Which of them is the least stable? Correct choice: version ii.